A structure of composition C57H53BrMgN2O6PS3, computed with ωB97M-V with the def2-TZVPD basis set.

Last column: Mulliken charge in e.
Atoms and positions in Å:
1 Mg 0.01309 -0.12372 0.36950  3.90
2 O -1.73718 -0.14343 -2.92590  -0.73
3 N -1.14069 0.89004 -2.22101  0.78
4 C -1.15006 1.94674 -2.91655  -1.20
5 C -0.60085 3.26904 -2.56159  1.22
6 C -0.83789 4.22772 -3.55637  -1.19
7 C -0.36123 5.51911 -3.46768  -0.70
8 C 0.38981 5.88573 -2.36474  -1.00
9 C 0.62603 4.95832 -1.36685  -0.44
10 C 0.14114 3.64686 -1.42031  0.17
11 P 0.55732 2.59339 0.06168  1.49
12 C 2.38378 2.78107 0.06609  0.31
13 C 3.05475 2.50985 1.25813  -0.26
14 C 4.43184 2.62029 1.34333  -0.54
15 C 5.16940 2.97235 0.21884  -1.04
16 C 4.51940 3.20142 -0.98266  -0.52
17 C 3.13409 3.11233 -1.05866  -0.73
18 C 0.07564 3.82602 1.36903  1.51
19 C 0.95610 4.70444 1.99969  -0.42
20 C 0.51048 5.57734 2.98425  -0.91
21 C -0.82719 5.60370 3.34756  -0.67
22 C -1.72122 4.75505 2.71046  -0.71
23 C -1.27137 3.87888 1.73527  -0.77
24 H -1.72974 -0.87591 -2.29534  0.33
25 H -1.60277 1.88771 -3.90724  0.28
26 H -1.41359 3.93619 -4.42718  0.41
27 H -0.56617 6.23283 -4.25578  0.42
28 H 0.78626 6.88962 -2.27474  0.46
29 H 1.20831 5.26357 -0.50965  0.39
30 H 2.47224 2.22363 2.12234  0.08
31 H 4.93663 2.44659 2.28639  0.53
32 H 6.24545 3.07521 0.28571  0.41
33 H 5.08756 3.45919 -1.86829  0.51
34 H 2.64099 3.31853 -1.99927  0.31
35 H 2.00373 4.72025 1.73048  0.48
36 H 1.21460 6.24894 3.46023  0.45
37 H -1.17246 6.29202 4.10905  0.43
38 H -2.77353 4.78373 2.96829  0.49
39 H -1.97758 3.23420 1.23866  0.18
40 O 1.26969 -0.02424 -1.22053  -0.13
41 S 2.77113 -0.26612 -1.23286  0.88
42 C 3.11527 -2.01939 -1.63481  -0.19
43 C 2.15031 -2.67391 -2.61559  -1.55
44 C 0.78511 -3.04538 -2.02560  0.04
45 C 0.87909 -4.00787 -0.83853  -1.40
46 S 0.63063 -3.17680 0.79411  1.27
47 O 1.33153 -1.83722 0.73263  -2.08
48 C 1.74456 -4.25821 1.68306  0.19
49 C 1.29109 -5.54348 1.96390  -0.68
50 C 2.11513 -6.41806 2.65309  -0.83
51 C 3.37788 -6.00022 3.06065  -0.66
52 C 3.80981 -4.71001 2.78911  -1.07
53 C 2.98829 -3.82473 2.10159  -0.09
54 C 3.24924 0.36723 -2.84521  0.50
55 C 4.58700 0.37331 -3.21453  -0.56
56 C 4.94089 0.86311 -4.46149  -0.85
57 C 3.96476 1.36056 -5.31788  -0.68
58 C 2.63260 1.36635 -4.92864  -0.89
59 C 2.26823 0.86193 -3.68642  -0.52
60 H 3.14217 -2.53711 -0.67771  -0.05
61 H 4.12821 -1.99129 -2.03929  0.99
62 H 2.63209 -3.57845 -2.99492  0.51
63 H 1.99437 -2.01257 -3.47129  0.47
64 H 0.19054 -3.50706 -2.81517  0.75
65 H 0.27276 -2.13976 -1.72295  -0.26
66 H 1.83565 -4.52970 -0.80926  0.74
67 H 0.08024 -4.75168 -0.86396  0.68
68 H 0.29990 -5.85209 1.64274  0.49
69 H 1.77504 -7.42149 2.87507  0.45
70 H 4.02313 -6.68568 3.59596  0.41
71 H 4.79004 -4.38896 3.11848  0.50
72 H 3.29870 -2.80494 1.90162  0.32
73 H 5.34896 0.00769 -2.53354  0.50
74 H 5.97988 0.85948 -4.76597  0.46
75 H 4.24660 1.74497 -6.29013  0.42
76 H 1.87336 1.76373 -5.59077  0.49
77 H 1.23505 0.84884 -3.36014  0.58
78 Br -4.19090 -4.16154 2.45616  -0.12
79 C -3.70583 -4.24713 0.62835  0.14
80 C -4.20396 -5.34603 -0.06201  -0.62
81 C -3.91146 -5.53024 -1.40194  -0.71
82 C -3.11519 -4.61164 -2.06655  -1.29
83 C -2.61261 -3.52376 -1.37683  -0.33
84 C -2.88795 -3.31073 -0.02320  0.74
85 C -2.31978 -2.05554 0.60671  0.02
86 O -2.78314 -1.59482 1.63480  -0.60
87 O -1.30013 -1.55333 -0.04340  -0.18
88 H -4.83010 -6.05491 0.46248  0.45
89 H -4.31093 -6.38963 -1.92506  0.42
90 H -2.88750 -4.74094 -3.11757  0.41
91 H -2.00454 -2.79358 -1.89309  0.57
92 O 0.44414 0.12067 2.28804  -1.21
93 S -0.01095 0.98842 3.45340  1.28
94 C 0.95465 0.52950 4.97652  -1.86
95 C 2.12205 -0.39591 4.80504  0.21
96 C 2.03370 -1.71294 5.24371  0.09
97 C 3.14184 -2.54565 5.20196  -0.77
98 C 4.35131 -2.07407 4.71178  -0.56
99 C 4.44374 -0.76677 4.25417  -0.99
100 C 3.33559 0.06422 4.30478  0.22
101 C -1.63578 0.31644 3.94995  -1.07
102 C -1.61212 -1.02869 4.61663  0.19
103 C -1.14382 -2.14930 3.93373  1.17
104 C -1.13728 -3.39369 4.54332  -0.79
105 C -1.60163 -3.53588 5.84456  -0.78
106 C -2.06147 -2.42454 6.53739  -0.89
107 C -2.05670 -1.17575 5.92850  -0.03
108 H 0.24328 0.10397 5.67855  0.60
109 H 1.28499 1.49989 5.35037  0.77
110 H 1.10001 -2.08331 5.65023  0.31
111 H 3.06182 -3.56167 5.56805  0.43
112 H 5.22490 -2.71518 4.70628  0.58
113 H 5.38811 -0.38690 3.88262  0.41
114 H 3.42260 1.09395 3.99069  0.44
115 H -2.17676 0.25213 3.00372  -0.17
116 H -2.08505 1.08730 4.57988  0.70
117 H -0.78381 -2.04105 2.92023  -0.35
118 H -0.76960 -4.25776 4.00176  0.39
119 H -1.60735 -4.50960 6.31870  0.49
120 H -2.42567 -2.52384 7.55240  0.40
121 H -2.41297 -0.30555 6.47071  0.45
122 N -3.42626 1.11065 0.24165  -0.08
123 C -2.31049 1.02430 0.54600  -0.56
124 H -4.40364 1.05639 0.03998  0.17

Atomic forces in eV per Å
Mg -0.2 -0.1 -0.1
O 0.0 -0.2 0.1
N 0.0 0.1 0.4
C -0.1 0.1 -0.1
C 0.2 0.0 0.2
C 0.0 -0.1 0.0
C 0.0 0.1 -0.1
C 0.0 0.1 0.0
C -0.2 -0.1 0.0
C -0.1 -0.1 -0.2
P 0.0 1.0 -0.2
C 0.0 -0.1 -0.1
C 0.0 -0.1 -0.1
C 0.0 0.0 0.0
C 0.0 0.0 0.0
C 0.0 0.0 0.0
C 0.0 0.1 0.0
C 0.0 -0.1 0.0
C 0.0 -0.1 0.0
C 0.0 0.0 0.0
C 0.0 0.0 0.0
C 0.0 0.0 0.0
C 0.1 0.0 -0.1
H 0.0 0.0 0.2
H 0.0 0.0 0.0
H 0.0 0.0 0.0
H 0.0 0.0 0.0
H 0.0 0.0 0.0
H 0.0 0.0 0.0
H 0.0 0.0 0.2
H 0.0 0.0 0.0
H 0.0 0.0 0.0
H 0.0 0.0 0.0
H 0.0 0.0 0.0
H 0.0 0.0 0.0
H 0.0 0.0 0.0
H 0.0 0.0 0.0
H 0.0 0.0 0.0
H -0.1 0.0 0.0
O 0.4 -0.1 -0.1
S 0.2 -0.2 -0.5
C -0.2 0.0 0.1
C -0.1 0.1 0.1
C 0.2 0.0 0.1
C -0.2 0.1 0.0
S 0.6 -0.5 0.0
O -0.1 -0.3 0.0
C -0.1 0.0 0.2
C -0.1 0.0 0.0
C 0.0 0.0 0.0
C 0.0 0.0 0.0
C 0.0 -0.1 -0.1
C 0.0 0.1 -0.1
C -0.1 0.0 0.1
C 0.0 0.0 0.1
C 0.0 0.0 0.0
C 0.0 0.0 0.0
C 0.1 0.0 0.0
C -0.1 0.0 0.0
H 0.0 0.0 0.0
H 0.0 0.0 0.0
H 0.0 0.0 0.0
H 0.0 0.0 0.0
H 0.0 0.0 0.0
H -0.1 0.0 0.0
H 0.0 0.0 0.0
H 0.0 0.0 0.0
H 0.0 0.0 0.1
H 0.0 0.0 0.0
H 0.0 0.0 0.0
H -0.1 0.0 0.0
H 0.0 0.0 0.1
H 0.0 0.0 0.0
H 0.0 0.0 0.0
H 0.0 0.0 0.0
H 0.0 0.0 0.0
H 0.1 0.0 0.0
Br 0.1 0.1 0.0
C 0.2 0.1 -0.2
C 0.0 0.0 0.0
C 0.0 0.0 0.0
C 0.1 0.0 -0.1
C -0.2 0.0 0.0
C -0.2 0.0 0.0
C 0.5 0.0 -0.3
O -0.1 0.1 -0.1
O -0.6 0.1 -0.1
H 0.0 0.0 0.0
H 0.0 0.0 0.0
H 0.0 0.0 0.0
H 0.0 -0.2 0.1
O 0.1 0.1 0.6
S -0.2 -0.2 0.2
C 0.1 0.2 -0.2
C 0.0 -0.1 -0.1
C 0.0 -0.1 0.1
C 0.0 0.0 0.0
C 0.0 0.1 0.1
C 0.1 0.0 0.0
C -0.1 0.0 0.0
C 0.1 -0.2 0.0
C 0.1 0.0 0.0
C 0.1 0.0 0.0
C 0.0 0.0 0.0
C 0.0 0.0 0.0
C 0.0 0.0 0.0
C 0.0 0.0 -0.1
H -0.1 0.0 0.0
H 0.0 0.0 0.0
H 0.0 0.0 0.0
H 0.0 0.0 0.0
H 0.0 0.0 0.0
H 0.0 0.0 0.0
H 0.0 0.1 -0.1
H 0.0 0.1 0.0
H 0.0 0.0 0.0
H 0.0 0.0 0.1
H 0.0 0.0 0.0
H 0.0 0.0 0.0
H 0.0 0.0 0.0
H 0.0 0.0 0.0
N 0.1 0.0 0.1
C -0.3 -0.2 -0.1
H 0.0 0.0 0.0

Results
- net charge = +1
- HOMO energy (eV) = -10.604
- calculated total energy (eV) = -192512.83559